Record 1
Formula: CH2FN2O3
Source: the Open Molecules 2025 dataset
Level of theory: the ωB97M-V functional and the def2-TZVPD basis

```
9
Properties=species:S:1:pos:R:3:lowdin_charge:R:1
C 0.166 0.509 0.061 -0.26
N -2.018 1.232 -0.138 0.03
N -2.656 0.084 0.027 -0.55
O -2.191 -1.029 -0.335 -0.09
O -3.789 0.174 0.545 -0.11
O -0.818 0.899 -0.905 -0.17
F 1.033 1.569 0.387 -0.06
H -0.220 0.153 0.987 0.10
H 0.534 -0.402 -0.411 0.11
```

- SMILES = [O-][N+]([O-])=NOCF
- 2S+1 = 1
- net charge = -1
- relative energy (zero: lowest compared OMol25 entry of this formula, charge and spin) (kcal per mole) = 30.12


Record 2
Formula: C12H24CaF12O12P2
Source: the Open Molecules 2025 dataset
Level of theory: the ωB97M-V functional and the def2-TZVPD basis

```
63
Properties=species:S:1:pos:R:3:lowdin_charge:R:1
Ca -18.800 8.156 5.633 1.55
P -20.582 9.246 3.425 0.19
F -20.524 10.786 3.010 -0.11
F -22.163 9.190 3.520 -0.10
F -20.572 8.770 1.922 -0.09
F -20.433 7.698 4.022 -0.23
F -18.925 9.223 3.527 -0.24
F -20.434 9.673 4.998 -0.23
P -16.201 7.769 7.266 0.15
F -14.788 7.080 6.911 -0.13
F -17.049 6.600 6.598 -0.18
F -16.226 6.956 8.673 -0.14
F -17.643 8.431 7.596 -0.23
F -15.510 9.028 7.945 -0.10
F -16.278 8.433 5.766 -0.20
C -15.765 8.987 3.012 -0.01
O -16.092 7.765 2.340 0.05
C -16.987 6.989 2.893 -0.60
O -17.611 7.178 3.903 -0.01
O -17.204 5.950 2.111 0.04
C -17.820 4.832 2.743 -0.02
H -16.664 9.583 3.145 0.07
H -15.065 9.512 2.366 0.10
H -15.277 8.750 3.952 0.09
H -18.851 5.041 3.029 0.09
H -17.271 4.483 3.616 0.11
H -17.818 4.071 1.966 0.10
C -17.225 12.245 4.041 0.00
O -17.102 12.400 5.452 0.02
C -17.579 11.458 6.232 -0.60
O -18.006 10.400 5.875 0.02
O -17.357 11.683 7.518 0.03
C -17.055 13.027 7.928 -0.02
H -16.249 11.917 3.676 0.10
H -17.366 13.240 3.616 0.10
H -18.053 11.607 3.741 0.08
H -17.908 13.646 7.663 0.10
H -16.099 13.362 7.528 0.10
H -16.919 12.976 9.006 0.10
C -19.302 3.893 7.541 -0.01
O -20.186 3.883 6.424 0.01
C -20.164 4.952 5.638 -0.61
O -19.427 5.883 5.751 0.01
O -21.097 4.897 4.703 0.01
C -21.668 3.643 4.326 -0.02
H -18.765 2.953 7.617 0.10
H -19.865 4.160 8.434 0.10
H -18.527 4.663 7.482 0.09
H -22.113 3.102 5.160 0.10
H -20.921 3.036 3.823 0.10
H -22.512 3.885 3.686 0.10
C -22.372 8.629 10.209 -0.04
O -21.270 8.417 9.346 0.05
C -21.437 8.209 8.063 -0.59
O -20.516 7.998 7.327 0.05
O -22.719 8.179 7.711 0.01
C -23.005 7.867 6.353 -0.01
H -22.981 9.497 9.948 0.10
H -22.031 8.762 11.229 0.10
H -23.056 7.779 10.144 0.10
H -24.052 7.568 6.346 0.10
H -22.413 7.034 5.970 0.09
H -22.874 8.717 5.686 0.08
```

- 2S+1 = 1
- relative energy (zero: lowest compared OMol25 entry of this formula, charge and spin) (kcal per mole) = 4.21


Record 3
Formula: C39H53N8
Source: the Open Molecules 2025 dataset
Level of theory: the ωB97M-V functional and the def2-TZVPD basis

```
100
Properties=species:S:1:pos:R:3:lowdin_charge:R:1
C -3.336 -4.628 -2.030 -0.06
C -2.097 -4.239 -1.250 -0.33
C -1.323 -5.362 -0.620 -0.06
C -1.762 -2.950 -1.169 -0.09
C -0.596 -2.354 -0.440 -0.20
C -0.889 -0.911 0.000 -0.19
C 0.015 -0.396 1.120 -0.37
C 1.491 -0.607 0.762 -0.06
C -0.259 1.114 1.355 -0.16
C -0.716 1.485 2.780 -0.15
C 0.158 2.526 3.473 -0.29
C -0.344 2.765 4.887 -0.12
N 0.633 3.619 5.622 0.11
C 1.760 2.924 5.871 -0.35
N 2.520 3.252 6.921 0.23
N 2.123 1.908 5.018 0.08
C 1.654 2.146 3.617 -0.09
H -4.150 -3.938 -1.813 0.06
H -3.139 -4.661 -3.104 0.09
H -3.665 -5.629 -1.744 0.07
H -2.015 -6.111 -0.231 0.07
H -0.683 -5.030 0.198 0.07
H -0.708 -5.862 -1.371 0.07
H -2.387 -2.253 -1.727 0.09
H -0.321 -2.951 0.437 0.11
H 0.289 -2.352 -1.087 0.12
H -0.716 -0.259 -0.865 0.11
H -1.937 -0.855 0.308 0.12
H -0.189 -0.948 2.045 0.13
H 2.137 -0.141 1.514 0.06
H 1.710 -0.106 -0.185 0.08
H 1.780 -1.656 0.710 0.08
H -1.078 1.379 0.686 0.10
H 0.595 1.708 1.027 0.10
H -1.727 1.902 2.740 0.12
H -0.791 0.600 3.423 0.12
H 0.143 3.481 2.941 0.15
H -0.425 1.804 5.405 0.13
H -1.334 3.215 4.856 0.14
H 0.249 3.926 6.509 0.15
H 2.560 4.209 7.231 0.13
H 3.039 2.566 7.444 0.14
H 1.873 0.989 5.372 0.16
H 1.950 1.276 3.039 0.11
H 2.255 2.989 3.277 0.13
N -1.546 7.409 5.985 0.05
C -0.310 6.938 5.854 -0.17
C 0.820 7.737 5.788 -0.08
C 0.656 9.113 5.860 -0.07
C -0.625 9.620 5.995 -0.06
C -1.690 8.730 6.053 -0.14
H -0.229 5.861 5.798 0.06
H 1.803 7.297 5.679 0.09
H 1.510 9.775 5.811 0.11
H -0.801 10.685 6.054 0.11
H -2.706 9.092 6.161 0.11
N 0.331 2.506 -1.599 0.06
C -0.646 2.721 -2.479 -0.15
C -0.449 3.316 -3.715 -0.06
C 0.834 3.713 -4.058 -0.07
C 1.859 3.502 -3.150 -0.09
C 1.556 2.898 -1.941 -0.17
H -1.635 2.392 -2.179 0.10
H -1.280 3.457 -4.392 0.11
H 1.030 4.175 -5.017 0.11
H 2.876 3.794 -3.375 0.10
H 2.338 2.709 -1.211 0.10
N 0.001 -8.271 -1.749 0.05
C -0.910 -9.190 -2.059 -0.15
C -0.633 -10.545 -2.157 -0.07
C 0.665 -10.970 -1.923 -0.08
C 1.625 -10.025 -1.600 -0.07
C 1.243 -8.695 -1.525 -0.15
H -1.914 -8.819 -2.239 0.10
H -1.415 -11.246 -2.412 0.10
H 0.923 -12.019 -1.991 0.11
H 2.651 -10.311 -1.410 0.10
H 1.966 -7.927 -1.273 0.10
N 4.535 -0.642 -3.317 0.05
C 3.921 0.457 -3.749 -0.16
C 4.378 1.227 -4.807 -0.07
C 5.540 0.837 -5.453 -0.08
C 6.192 -0.304 -5.014 -0.07
C 5.650 -1.005 -3.947 -0.16
H 3.015 0.729 -3.218 0.09
H 3.833 2.108 -5.118 0.09
H 5.930 1.410 -6.285 0.11
H 7.101 -0.647 -5.488 0.10
H 6.130 -1.904 -3.578 0.10
N -4.003 0.093 -4.685 0.05
C -5.032 -0.339 -5.411 -0.15
C -6.039 -1.151 -4.908 -0.07
C -5.975 -1.538 -3.580 -0.08
C -4.909 -1.097 -2.813 -0.09
C -3.955 -0.287 -3.411 -0.16
H -5.048 -0.019 -6.446 0.10
H -6.852 -1.470 -5.546 0.10
H -6.740 -2.172 -3.151 0.11
H -4.813 -1.374 -1.771 0.10
H -3.107 0.077 -2.841 0.09
```

- 2S+1 = 1
- net charge = +1
- relative energy (zero: lowest compared OMol25 entry of this formula, charge and spin) (kcal per mole) = 0.00


Record 4
Formula: C6H14NO
Source: the Open Molecules 2025 dataset
Level of theory: the ωB97M-V functional and the def2-TZVPD basis

```
22
Properties=species:S:1:pos:R:3:lowdin_charge:R:1
C -1.723 -1.089 -1.284 -0.21
O -1.533 -0.942 -2.714 -0.10
C -0.825 -0.085 -0.712 -0.28
C -0.652 -0.339 0.761 -0.18
C 0.323 0.679 1.371 -0.28
C 2.387 1.149 2.403 0.04
C 1.690 0.267 1.645 -0.19
N 0.535 -0.013 -1.605 0.27
H -2.891 -0.984 -1.020 0.19
H -1.509 -2.139 -1.043 0.14
H -2.287 -1.055 -3.326 0.13
H -1.127 1.050 -0.895 0.19
H -0.279 -1.366 1.003 0.14
H -1.739 -0.338 1.198 0.17
H -0.209 1.136 2.253 0.14
H 0.290 1.644 0.677 0.15
H 3.379 0.910 2.767 0.06
H 2.044 2.106 2.781 0.08
H 1.921 -0.677 1.080 0.12
H 0.397 -0.523 -2.426 0.11
H 1.248 -0.388 -1.027 0.13
H 0.559 0.995 -1.888 0.19
```

- SMILES = C=CCC[C@@H]([NH3+])CO
- 2S+1 = 1
- net charge = +1
- relative energy (zero: lowest compared OMol25 entry of this formula, charge and spin) (kcal per mole) = 60.43


2S+1 of number 1 (CH2FN2O3)? 1


What is the relative energy (zero: lowest compared OMol25 entry of this formula, charge and spin) in the first record? 30.12 kcal per mole


What did the first record say?
Formula: CH2FN2O3
Source: the Open Molecules 2025 dataset
Level of theory: the ωB97M-V functional and the def2-TZVPD basis

```
9
Properties=species:S:1:pos:R:3:lowdin_charge:R:1
C 0.166 0.509 0.061 -0.26
N -2.018 1.232 -0.138 0.03
N -2.656 0.084 0.027 -0.55
O -2.191 -1.029 -0.335 -0.09
O -3.789 0.174 0.545 -0.11
O -0.818 0.899 -0.905 -0.17
F 1.033 1.569 0.387 -0.06
H -0.220 0.153 0.987 0.10
H 0.534 -0.402 -0.411 0.11
```

- SMILES = [O-][N+]([O-])=NOCF
- 2S+1 = 1
- net charge = -1
- relative energy (zero: lowest compared OMol25 entry of this formula, charge and spin) (kcal per mole) = 30.12


Which formula does entry 1 have? CH2FN2O3